DFT (the ωB97M-V functional and the def2-TZVPD basis) results for a structure of composition C24H45Cl3N3O4SiTl.

Atoms and positions in Å:
C (3.5150, -1.0789, -0.7786)
C (3.5426, 0.3748, -1.0461)
H (4.0094, -1.6628, -1.5630)
H (2.4775, -1.4372, -0.6619)
H (4.0261, -1.2933, 0.1765)
C (4.2570, 1.0097, -1.9779)
C (5.2096, 0.3876, -2.9407)
H (4.1870, 2.0989, -2.0506)
H (5.2390, -0.7087, -2.8835)
H (6.2349, 0.7558, -2.7736)
H (4.9581, 0.6630, -3.9776)
Tl (-0.3138, 0.3735, 0.3438)
Cl (0.6313, 0.4181, 2.5466)
Cl (-0.0717, -1.9763, 0.0249)
H (-5.3110, 0.1383, 2.7711)
H (-4.2583, -1.7213, 4.2731)
C (-4.8253, -0.3584, 1.9196)
C (-3.8188, -2.1266, 3.3550)
N (-3.6390, -1.0712, 2.3793)
H (-4.5300, 0.3785, 1.1734)
C (-2.4456, -0.7948, 1.9136)
O (-2.3286, 0.1213, 1.0569)
H (-2.8418, -2.5654, 3.5858)
H (-1.5966, -1.3791, 2.2899)
H (-5.5381, -1.0715, 1.4842)
H (-4.4783, -2.9046, 2.9558)
H (1.6252, -0.7733, -3.0374)
H (1.9937, 1.5446, -3.9774)
C (0.5548, -0.7059, -3.2890)
C (0.9356, 1.5252, -4.2837)
N (0.1752, 0.6938, -3.3692)
H (-0.0273, -1.2001, -2.5094)
C (-0.6712, 1.2531, -2.5116)
O (-1.3163, 0.6189, -1.6446)
H (0.5393, 2.5503, -4.2692)
H (-0.8086, 2.3391, -2.6217)
H (0.3847, -1.1785, -4.2661)
H (0.8638, 1.1246, -5.3020)
O (1.3960, 0.9675, -0.7391)
C (2.5792, 1.1546, -0.1598)
C (2.2043, 3.5362, -0.9332)
C (2.8387, 2.6533, -0.0695)
H (1.4717, 3.1487, -1.6408)
C (2.5026, 4.9011, -0.8769)
H (2.6607, 0.7468, 0.8593)
C (3.7505, 3.1276, 0.8680)
H (2.0088, 5.5835, -1.5653)
C (3.4225, 5.3786, 0.0528)
C (4.0415, 4.4855, 0.9301)
H (4.2337, 2.4229, 1.5439)
H (3.6550, 6.4407, 0.0978)
H (4.7543, 4.8501, 1.6663)
Si (-0.7658, -7.0387, -0.3326)
Cl (1.0430, -7.3492, -1.2978)
C (-1.9893, -6.4334, -1.6099)
C (-0.4826, -5.7658, 0.9999)
C (-1.3052, -8.6786, 0.3953)
H (-1.6466, -5.4936, -2.0677)
H (-2.9745, -6.2488, -1.1560)
H (-2.1211, -7.1719, -2.4148)
H (-1.4307, -9.4396, -0.3895)
H (-2.2646, -8.5784, 0.9249)
H (-0.5613, -9.0561, 1.1126)
H (-0.1287, -4.8150, 0.5725)
H (0.2699, -6.1113, 1.7250)
H (-1.4124, -5.5586, 1.5535)
C (-2.8297, 4.7421, 2.8580)
N (-2.0622, 3.5340, 2.5472)
C (-1.9043, 2.5651, 3.6519)
C (-1.6772, 3.3237, 1.2884)
C (-1.9496, 4.2128, 0.1036)
O (-1.1135, 2.2785, 0.9148)
H (-3.1265, 4.7950, 3.9066)
H (-3.7505, 4.7639, 2.2639)
H (-2.2228, 5.6311, 2.6376)
H (-2.4222, 1.6263, 3.4273)
H (-0.8450, 2.3792, 3.8560)
H (-2.3500, 2.9496, 4.5736)
H (-0.9963, 4.4549, -0.3915)
H (-2.5563, 3.6220, -0.5875)
H (-2.4827, 5.1026, 0.3865)

As for the max |F|: 3.25 eV/Å. For the LUMO energy, the calculation gives 0.16 eV. The relative energy (zero: lowest compared OMol25 entry of this formula, charge and spin) comes out at 0.00 kcal per mole. The value obtained for the HOMO energy is -0.284 hartree. Its total charge is 0.